# C2HCl3S2

C2HCl3S2 in the gas phase in a non-equilibrium geometry (ωB97M-V with the def2-TZVPD basis set, the Open Molecules 2025 dataset).

Structure (XYZ):
```
8
Properties=species:S:1:pos:R:3:nbo_charge:R:1
C 0.12254 0.32610 0.42302 -0.299
C -0.12205 -0.21318 -0.91420 -0.205
S 1.28428 1.69889 0.46848 -0.023
S -0.68012 -0.44703 1.75638 0.236
Cl 1.38132 -1.08997 -1.31551 0.059
Cl -0.60850 1.07255 -1.93488 0.114
Cl -1.39439 -1.54532 -1.04989 -0.011
H 0.01691 0.19795 2.56660 0.128
```

The value obtained for the HOMO energy (spin up / spin down) is -0.3364 / -0.3364 Ha. The LUMO energy (spin up / spin down) comes out at -1.46 / -1.46 eV. Its SMILES is S=C(S)C(Cl)(Cl)Cl. The value obtained for the HOMO-LUMO gap (spin up / spin down) is 7.70 / 7.70 eV. The relative energy (zero: lowest compared OMol25 entry of this formula, charge and spin) is 17.39 kcal per mole.